No. 1
23
Properties=species:S:1:pos:R:3:forces:R:3:mulliken_charge:R:1 method="wB97M-V/def2-TZVPD" homo_ev=-9.0061 de_lowest_kj_mol=41.44 gap_ev=9.95 total_energy_ev=-9559.7519
C 1.013625 3.309430 -1.056439 0.375 0.003 -0.177 -1.345
C 0.108903 2.519996 -0.145343 0.653 0.296 -0.328 0.904
C -0.806456 1.620568 -0.667238 -0.250 -0.017 0.659 -0.408
C -1.588696 0.882976 0.221095 -0.478 0.820 -1.097 -0.528
C -1.617087 1.206155 1.560899 0.005 -0.488 -0.082 -0.448
C -0.679551 2.085248 2.088636 -0.309 -0.278 0.004 -0.492
C 0.210054 2.703980 1.234676 0.408 -0.437 -0.329 -0.383
H 1.792490 2.726725 -1.555850 -0.396 -0.436 -0.147 0.294
H 1.621316 4.028203 -0.516846 -0.316 0.407 0.261 0.351
H 0.426520 3.820105 -1.821947 0.140 0.067 0.002 0.312
H -1.009020 1.554807 -1.730801 0.408 -0.193 -0.006 0.340
H -2.301163 0.205402 -0.230166 -0.126 -0.181 0.320 0.377
H -2.396231 0.739044 2.138661 0.123 -0.071 0.529 0.363
H -0.657519 2.244701 3.153104 0.091 0.170 0.182 0.362
H 1.075789 3.249847 1.592401 -0.325 0.327 0.206 0.302
C 0.524708 -4.200466 -1.258865 -0.643 -0.727 -0.137 -0.878
C 0.690846 -3.983303 0.254109 -0.101 -0.463 -1.173 -0.748
H -0.115167 -5.059579 -1.516967 0.133 0.086 0.385 0.287
H 0.036511 -3.367638 -1.752780 0.153 0.374 -0.023 0.271
H 1.469308 -4.415181 -1.750770 0.213 0.254 -0.003 0.281
H 1.290441 -3.079629 0.356849 -0.128 -0.069 0.623 0.243
H 1.191616 -4.857786 0.661395 0.289 0.144 0.250 0.286
H -0.281243 -3.933608 0.742177 0.081 0.412 0.080 0.257

***

No. 2
19
Properties=species:S:1:pos:R:3:forces:R:3:mulliken_charge:R:1 method="wB97M-V/def2-TZVPD" homo_ev=-8.1584 de_lowest_kj_mol=185.28 gap_ev=8.99 total_energy_ev=-10947.3466
C 0.949092 1.111442 -0.944299 0.020 0.761 -0.233 -1.123
C 0.375122 0.168313 -0.193063 0.217 0.275 -0.084 0.838
N 0.665196 -0.001559 1.148946 -0.475 -0.169 0.372 -0.513
C -0.637444 -0.776230 -0.775211 0.974 -0.907 -0.239 -1.244
C 0.044466 -2.014285 -1.439090 -0.452 -0.732 0.085 -0.263
C -0.077389 -3.171407 -0.468327 0.203 0.591 -0.234 -0.116
O 0.860085 -3.591451 0.157970 -0.183 -0.254 0.064 -0.463
H 1.540258 1.917778 -0.521432 0.326 -0.406 0.233 0.273
H 0.815775 1.230617 -2.013829 -0.529 -0.242 0.154 0.269
H 1.451489 0.495257 1.528611 0.120 0.054 -0.166 0.221
H 0.605877 -0.947115 1.489821 -0.052 -0.004 0.050 0.230
H -1.205818 -0.274792 -1.519079 -0.333 0.592 -0.668 0.410
H -1.383342 -1.150125 -0.071494 0.180 0.226 0.405 0.508
H 1.104247 -1.947745 -1.682910 -0.068 0.601 0.098 0.303
H -0.499458 -2.233611 -2.362994 0.018 -0.196 0.103 0.302
H -1.111203 -3.530072 -0.291284 0.029 -0.188 0.060 0.369
O -1.036574 4.772706 3.000906 -0.009 0.061 -0.094 -0.638
H -1.945930 4.839468 2.694143 -0.017 -0.033 0.047 0.319
H -0.514448 5.102811 2.262616 0.030 -0.031 0.047 0.318